DFT (the ωB97M-V functional and the def2-TZVPD basis) results for the molecule C7H13NO.

Geometry as XYZ:
```
22
Properties=species:S:1:pos:R:3:forces:R:3
C 0.489 0.500 -0.499 -0.4 0.0 0.4
C 0.356 0.540 0.874 0.2 0.1 -0.3
C -1.113 -0.388 -0.627 0.1 0.6 -0.6
C 1.449 -0.038 1.730 0.0 0.1 0.0
C -0.669 1.376 1.589 -0.1 -0.1 -0.1
C -0.945 -1.805 -1.047 0.1 0.0 0.0
N 1.551 0.005 -1.173 -0.2 0.0 0.0
C -0.784 0.723 -1.602 -0.4 -0.6 0.4
O -0.468 0.478 -2.816 0.3 0.0 0.2
H -1.843 -0.189 0.145 0.2 0.1 0.1
H 1.346 -0.059 -2.175 0.2 0.0 0.1
H 2.260 -0.560 -0.735 -0.1 0.0 -0.1
H -1.312 1.660 -1.349 0.2 0.0 0.1
H 1.176 -0.044 2.785 0.0 0.0 0.0
H 1.686 -1.065 1.434 0.0 0.0 0.0
H 2.369 0.548 1.625 0.0 0.0 0.0
H -0.149 2.101 2.224 0.0 -0.1 0.0
H -1.294 0.770 2.251 0.0 0.0 0.0
H -1.314 1.932 0.912 0.0 0.0 0.0
H -0.852 -2.485 -0.199 0.0 0.0 0.0
H -1.836 -2.077 -1.623 0.0 0.0 0.1
H -0.103 -1.921 -1.727 0.0 0.0 0.0
```
Positions in Å, forces in eV/Å.

- multiplicity = 1
- LUMO energy (spin up / spin down) (hartree) = 0.020 / 0.020
- net charge = 0
- relative energy (zero: lowest compared OMol25 entry of this formula, charge and spin) (eV) = 3.4370